(1)
Molecular formula: C13H17IrN4O7P2S2Si
Method: DFT, wB97M-V/def2-TZVPD

The calculation puts the energy relative to the best compared isomer or geometry (same formula, charge and spin) at 44.1 kcal per mole. The charge is -2. The value obtained for the orbital gap is 6.37 eV.

Geometry as XYZ:
```
47
Properties=species:S:1:pos:R:3:forces:R:3
Ir 0.1305 -0.6657 0.2410 -0.9 2.1 1.8
C -1.7717 0.1876 3.4907 0.0 0.0 0.0
C -1.8446 1.1044 2.3098 0.1 0.0 0.0
C -2.5718 2.2805 2.3665 0.0 0.1 -0.1
C -2.5870 3.1268 1.2489 0.0 0.0 0.1
C -1.8604 2.8262 0.1302 0.1 -0.1 0.0
C -1.0876 1.6325 0.1326 0.0 0.2 -0.2
N -1.1525 0.7924 1.2085 -0.3 -0.7 -0.7
N -0.2585 1.1610 -0.7886 0.4 -0.2 0.2
Si 0.3409 1.7192 -2.3096 0.1 0.1 -0.1
C -0.7533 3.0955 -3.0275 0.0 0.0 0.1
C 2.0298 2.4913 -2.0436 0.0 0.0 0.0
C 0.4182 0.3832 -3.5987 0.0 -0.1 0.1
H -2.4390 0.5342 4.2799 0.0 0.0 0.0
H -0.7472 0.1591 3.8655 0.0 0.0 0.0
H -2.0350 -0.8282 3.2034 0.0 0.0 0.0
H -3.1168 2.5306 3.2662 0.0 0.0 0.0
H -3.1789 4.0359 1.2758 0.0 0.0 0.0
H -1.8512 3.4667 -0.7369 0.0 0.0 0.0
H -0.6341 4.0414 -2.4923 0.0 0.0 0.0
H -1.8131 2.8285 -3.0223 0.0 0.0 0.0
H -0.4568 3.2629 -4.0668 0.0 0.0 0.0
H 1.9857 3.2619 -1.2690 0.0 0.0 0.0
H 2.4191 2.9445 -2.9605 0.0 0.0 0.0
H 2.7236 1.7156 -1.7144 0.0 0.0 0.0
H -0.4760 -0.2422 -3.5693 0.0 0.0 0.0
H 1.2692 -0.2793 -3.4387 0.0 0.0 0.0
H 0.5070 0.8222 -4.5974 0.0 0.0 0.0
S 1.5967 -0.2407 2.0381 -0.1 0.3 -0.6
C 1.3503 -1.6056 3.0850 0.0 0.0 0.1
C 2.2366 -1.6841 4.2117 0.0 0.0 0.0
N 2.9491 -1.7143 5.1165 0.0 0.0 0.0
C 0.3861 -2.5447 2.9100 -0.1 0.0 0.1
S -0.7559 -2.4271 1.5979 0.8 -0.2 -0.4
C 0.2262 -3.6248 3.8336 0.0 0.1 0.0
N 0.0577 -4.5008 4.5643 0.0 0.0 0.0
O 3.2931 -2.6651 -0.2216 -0.1 0.0 0.0
P 2.3399 -2.1131 -1.4060 -0.3 -0.4 0.0
O 2.9095 -2.4013 -2.7339 0.2 0.3 0.0
O 1.9530 -0.6964 -0.9979 -0.4 -0.9 0.1
O 1.0088 -3.0027 -1.1263 0.0 -0.3 -0.6
P -0.4546 -2.8783 -1.8629 0.3 0.0 0.3
O -1.1842 -4.1066 -1.1287 -0.2 0.1 0.0
O -0.3894 -3.1285 -3.3074 -0.2 0.1 -0.1
O -1.0588 -1.5590 -1.3376 0.5 -0.1 0.0
H 3.5621 -3.5625 -0.4466 0.1 0.0 0.0
H -1.2147 -3.9332 -0.1713 0.1 0.0 0.0
```
Positions in Å, forces in eV/Å.

Here are the Mulliken charges for atoms 1 to 6, given in e: 2.0876, -1.0466, 0.7920, -0.8153, -0.4475, -0.7734


(2)
Molecular formula: C32H57ClO10S
Method: DFT, wB97M-V/def2-TZVPD

The value obtained for the orbital gap is 9.57 eV. Its structure (SMILES) is C#CCCC[C@@]1(CC=O)OS(=O)(=O)O[C@@H]1C[C@@H](C)Cl.C1CCOC1.C1CCOC1.C1CCOC1.C1CCOC1.C1CCOC1.

Geometry as XYZ:
```
101
Properties=species:S:1:pos:R:3:forces:R:3
C -3.4382 2.7473 0.4410 0.2 0.3 0.9
C -2.5049 3.0706 1.1690 -0.2 -1.4 0.4
C -1.3557 3.1151 2.2249 -0.2 1.5 -1.0
C 0.1104 3.1184 1.5511 -0.6 -0.4 1.0
C 0.3406 1.9308 0.5240 -0.8 0.4 0.8
C 0.7645 2.3360 -0.9490 0.7 0.1 -1.3
C 1.3715 3.7620 -1.2584 -0.1 0.6 0.8
C 0.3151 4.9214 -1.4174 -0.8 0.2 0.1
O -0.8877 4.7865 -1.5838 2.0 -0.3 0.2
O 1.9488 1.4618 -1.1727 -1.7 -2.1 -1.2
S 1.3144 -0.0493 -1.5617 2.4 -2.9 1.4
O 1.4678 -0.9770 -0.4098 -1.5 2.8 -1.9
O 2.0361 -0.6004 -2.7113 -1.8 1.9 0.9
O -0.2867 0.3995 -1.8226 2.9 0.0 -0.1
C -0.1761 1.8323 -2.1557 -0.5 0.9 0.0
C 0.3987 2.0777 -3.6168 -0.3 1.0 0.3
C -0.5520 1.5696 -4.7842 1.7 -0.5 -0.6
C -0.5796 -0.0041 -4.9795 -1.2 0.1 -0.9
Cl -2.2429 2.3166 -4.7011 1.1 -0.6 0.2
H -4.3963 2.4595 -0.0712 1.8 0.6 0.7
H -1.4729 2.3283 3.0235 0.0 0.6 -1.2
H -1.4262 4.1219 2.7622 -0.1 -1.4 -0.6
H 0.8327 2.9670 2.4213 -0.8 0.4 -1.2
H 0.2553 4.1609 1.1489 0.0 -1.2 0.2
H -0.6058 1.2908 0.5361 1.2 0.9 -0.4
H 1.1509 1.2591 0.9578 -1.0 1.0 -0.8
H 2.0804 4.0385 -0.4052 -0.9 -0.2 -1.1
H 2.0109 3.7758 -2.2053 -0.9 -0.3 1.2
H 0.7082 6.0001 -1.3633 0.0 -1.3 -0.1
H -1.2157 2.2739 -2.1579 1.1 -0.7 0.5
H 0.4702 3.2099 -3.7515 -0.2 -1.5 0.2
H 1.4704 1.7064 -3.7420 -1.6 0.2 0.0
H -0.1065 1.9947 -5.7442 -0.7 -0.4 1.3
H -0.8416 -0.5915 -4.0550 0.6 0.8 -0.9
H -1.4154 -0.2157 -5.7319 1.1 0.3 1.0
H 0.3673 -0.3803 -5.4933 -1.0 0.6 1.1
C -6.5389 -1.6825 0.0735 0.0 -0.4 0.1
C -7.5018 -0.5237 0.2283 -0.1 0.3 -0.3
C -6.8871 0.2437 1.3842 0.0 0.0 0.3
O -5.4695 0.0273 1.3183 -0.2 -0.2 -0.3
C -5.2058 -1.0273 0.3836 0.2 0.2 0.0
H -6.5653 -2.1474 -0.9131 0.0 0.0 0.1
H -6.7602 -2.4515 0.8204 0.0 0.0 -0.1
H -7.4906 0.0914 -0.6772 -0.1 0.0 0.0
H -8.5315 -0.8296 0.4197 0.0 0.0 0.0
H -7.2399 -0.1371 2.3467 -0.1 0.1 0.0
H -7.0976 1.3143 1.3359 0.1 0.0 0.1
H -4.7663 -0.5781 -0.5142 0.0 -0.1 -0.1
H -4.4841 -1.7256 0.8122 0.0 0.1 0.0
C -9.8460 -1.0866 5.2359 0.1 -0.4 -0.1
C -9.4327 -0.1398 6.3428 -0.2 0.2 0.3
C -8.2796 0.6091 5.7015 0.3 0.0 -0.1
O -8.5480 0.6581 4.2934 -0.2 -0.2 0.2
C -9.6290 -0.2367 3.9982 -0.1 0.3 -0.2
H -10.8702 -1.4506 5.3281 0.1 0.0 0.0
H -9.1757 -1.9517 5.2177 -0.1 0.0 0.0
H -10.2511 0.5525 6.5638 0.1 0.0 0.0
H -9.1518 -0.6421 7.2694 0.0 0.0 -0.1
H -7.3323 0.0783 5.8443 0.0 0.0 0.1
H -8.1715 1.6241 6.0892 0.0 0.0 -0.1
H -10.5134 0.3690 3.7727 -0.1 -0.1 0.0
H -9.3816 -0.8333 3.1171 0.1 0.1 0.0
C 4.5213 -2.6659 -0.3780 0.0 0.4 0.0
C 4.6936 -3.9088 -1.2251 -0.2 -0.3 -0.1
C 6.0251 -4.4442 -0.7319 0.3 0.0 0.0
O 6.1436 -4.0599 0.6449 -0.2 0.1 -0.2
C 5.1179 -3.1019 0.9464 0.0 -0.2 0.2
H 3.4875 -2.3324 -0.2898 0.1 0.0 0.0
H 5.1107 -1.8450 -0.7992 -0.1 0.0 0.0
H 3.8963 -4.6238 -0.9998 0.0 0.0 -0.1
H 4.6840 -3.7148 -2.2984 0.0 0.0 0.1
H 6.8613 -3.9947 -1.2783 0.0 -0.1 -0.1
H 6.0975 -5.5307 -0.8170 0.1 0.0 0.1
H 4.3694 -3.5986 1.5737 0.0 0.1 0.0
H 5.5467 -2.2696 1.5087 0.1 -0.1 0.0
C 3.9087 2.8259 -7.1863 0.0 0.1 -0.4
C 4.5881 3.3823 -5.9522 0.3 -0.2 0.3
C 3.4492 4.1161 -5.2699 -0.2 0.3 0.0
O 2.2433 3.4159 -5.6061 0.3 0.0 -0.2
C 2.5295 2.4819 -6.6574 -0.2 -0.2 0.1
H 4.4230 1.9689 -7.6224 -0.1 0.0 0.0
H 3.8322 3.6049 -7.9512 0.0 -0.1 0.0
H 4.9364 2.5608 -5.3185 0.0 0.1 0.0
H 5.4394 4.0277 -6.1720 -0.1 0.0 0.0
H 3.3566 5.1416 -5.6427 0.1 0.0 0.1
H 3.5633 4.1496 -4.1835 -0.1 0.0 0.0
H 2.5099 1.4745 -6.2259 0.0 -0.1 -0.1
H 1.7565 2.5464 -7.4263 0.0 0.1 0.1
C 6.7969 -3.8842 4.6068 0.1 0.4 -0.1
C 6.9684 -5.1270 3.7583 -0.2 -0.3 -0.2
C 8.2988 -5.6633 4.2510 0.3 0.0 0.0
O 8.4156 -5.2803 5.6287 -0.2 0.1 -0.1
C 7.3923 -4.3238 5.9319 0.0 -0.2 0.2
H 5.7617 -3.5511 4.6948 0.1 0.0 0.0
H 7.3862 -3.0632 4.1858 -0.1 0.0 0.0
H 6.1708 -5.8425 3.9833 0.0 0.0 0.0
H 6.9586 -4.9317 2.6848 0.0 0.0 0.1
H 9.1353 -5.2134 3.7055 0.0 -0.1 -0.1
H 8.3714 -6.7496 4.1649 0.1 0.0 0.1
H 6.6431 -4.8212 6.5579 -0.1 0.1 0.0
H 7.8215 -3.4932 6.4964 0.1 -0.1 0.0
```
Positions in Å, forces in eV/Å.

Here are the Mulliken charges for atoms 1 to 6, given in e: -0.0790, -0.1690, -0.8357, -0.4905, -0.7715, 1.7592


(3)
Molecular formula: C6H13NO5
Method: DFT, wB97M-V/def2-TZVPD

The calculation puts the energy relative to the best compared isomer or geometry (same formula, charge and spin) at 101.6 kcal per mole. The value obtained for the orbital gap is 10.47 eV. Its structure (SMILES) is CCOCCOC(=O)ON(C)O.

Geometry as XYZ:
```
25
Properties=species:S:1:pos:R:3:forces:R:3
C 2.9181 -1.6281 -0.4111 -3.1 2.4 1.3
C 2.6912 -0.5156 0.6726 2.1 -2.1 1.7
O 2.7549 0.7522 0.1085 0.0 -0.2 0.3
C 1.6131 1.1454 -0.6117 2.4 3.7 0.8
C 0.7333 2.0640 0.2216 0.3 -1.3 -0.4
O -0.3352 1.4278 0.8852 -1.4 -0.8 1.7
C -1.2531 0.7809 0.1749 -0.9 1.0 0.7
O -1.1671 0.6967 -1.0021 -0.7 -1.0 -1.6
O -2.2944 0.4267 1.0163 0.1 0.2 -0.5
N -3.5831 -0.1711 0.4863 2.0 0.4 0.2
C -3.2109 -1.5491 0.1588 4.5 1.1 2.4
O -3.9616 0.5211 -0.6921 -0.6 -0.4 1.5
H 2.6896 -2.5939 -0.0185 -0.6 -0.7 0.1
H 2.2080 -1.2310 -1.1798 0.7 -1.3 0.0
H 3.8869 -1.6437 -0.7235 2.7 0.2 -1.2
H 3.5003 -0.5500 1.5108 -1.1 0.1 -1.6
H 1.7879 -0.7893 1.2321 -0.4 0.6 -0.3
H 2.0414 1.7605 -1.4125 -0.1 0.4 0.1
H 1.1778 0.4332 -1.1743 -2.0 -2.8 -1.1
H 0.4150 2.8710 -0.3981 -0.7 0.7 -0.3
H 1.2842 2.3943 1.0744 0.8 0.6 0.1
H -2.4597 -1.5283 -0.6276 -0.2 -0.2 -0.4
H -2.6111 -2.0067 1.1031 -2.0 1.0 -2.1
H -4.0749 -2.0052 -0.1028 -2.5 -1.9 -0.7
H -4.7507 0.9384 -0.2905 0.4 0.2 -0.9
```
Positions in Å, forces in eV/Å.

Here are the Mulliken charges for atoms 1 to 6, given in e: -0.9322, -0.2016, -0.3712, -0.5615, -0.5817, -0.3763


(4)
Molecular formula: CH3N2O2
Method: DFT, wB97M-V/def2-TZVPD

The calculation puts the energy relative to the best compared isomer or geometry (same formula, charge and spin) at 53.0 kcal per mole. The charge is +1. The value obtained for the orbital gap is 9.88 eV.

Geometry as XYZ:
```
8
Properties=species:S:1:pos:R:3:forces:R:3
C 0.9059 1.4456 0.4954 0.1 0.7 0.1
N -0.0267 -0.2611 -0.3859 0.8 -0.2 -0.1
N -0.8661 -1.2210 -0.0344 -2.3 -1.9 -0.4
O 0.5504 -0.2933 -1.4412 -1.1 -0.4 0.8
O 1.7144 1.8568 -0.1713 -0.5 -1.0 -0.3
H 0.3860 1.6916 1.4109 -0.4 -0.4 0.3
H -1.4050 -1.2463 0.9135 1.7 0.7 -2.3
H -1.2589 -1.9723 -0.7870 1.7 2.4 1.9
```
Positions in Å, forces in eV/Å.

Here are the Mulliken charges for atoms 1 to 6, given in e: 0.3667, 0.5046, -0.5098, -0.3736, -0.0338, 0.3972


(5)
Molecular formula: C2H12O4
Method: DFT, wB97M-V/def2-TZVPD

The calculation puts the energy relative to the best compared isomer or geometry (same formula, charge and spin) at 53.8 kcal per mole. The value obtained for the orbital gap is 10.22 eV. Its structure (SMILES) is C=C.O.O.O.O.

Geometry as XYZ:
```
18
Properties=species:S:1:pos:R:3:forces:R:3
C -3.0622 0.0289 1.1282 0.6 0.2 -0.3
C -2.5159 0.4803 2.2615 -1.2 0.4 -0.4
H -3.8053 0.6273 0.6096 0.6 0.4 -0.4
H -2.7206 -0.8442 0.5816 -0.7 -0.7 0.7
H -2.6124 1.5512 2.4144 -0.5 -0.1 0.7
H -2.2130 -0.1293 3.1000 1.2 -0.1 -0.4
O 1.8960 0.9435 -0.6958 -1.3 1.5 1.4
H 2.7012 0.6465 -0.2851 0.5 -0.6 -1.3
H 1.4203 0.6754 -1.4983 1.4 -0.7 -0.4
O 2.3320 -0.8353 1.4511 -0.1 0.4 -0.4
H 2.4027 -0.1120 2.0841 0.0 -0.2 0.2
H 1.8962 -0.3825 0.7021 -0.1 -0.3 0.4
O 1.3026 -1.9356 -1.7589 0.3 -0.1 0.4
H 2.1334 -2.4280 -1.7174 -0.2 0.0 -0.2
H 1.1957 -1.6482 -0.8422 -0.1 -0.1 -0.2
O 0.0758 0.8436 -2.6964 0.1 -0.2 0.1
H -0.0806 1.7402 -3.0070 0.0 0.1 0.1
H -0.3460 0.7781 -1.8317 -0.4 0.1 -0.2
```
Positions in Å, forces in eV/Å.

Here are the Mulliken charges for atoms 1 to 6, given in e: -0.5121, -0.4416, 0.2166, 0.2618, 0.2162, 0.2629